Molecular formula: C6H9N
Method: DFT, ωB97M-V/def2-TZVPD

HOMO = -8.003 eV
Kohn-Sham gap = 9.085 eV
largest force on an atom = 0.016 Eh/bohr
ΔE to the lowest compared entry with this formula, charge and spin = 9.74 kcal/mol
structure (SMILES) = Cc1c[nH]c(C)c1
total charge = 0
electronic energy = -288.76652 Ha

Positions of all 16 atoms, in Å:
C: -1.378492 1.140375 -1.913898
C: -0.596865 0.360846 -0.896672
C: 0.143067 0.807652 0.158859
C: 0.719646 -0.331961 0.825422
C: 1.479563 -0.346886 2.113842
C: 0.334045 -1.421401 0.115470
N: -0.481290 -1.028416 -0.943850
H: -2.434229 1.254074 -1.637969
H: -0.959494 2.148269 -2.012904
H: -1.339700 0.673920 -2.904796
H: 0.281255 1.845770 0.436845
H: 2.000067 -1.302039 2.242862
H: 0.788651 -0.231783 2.960598
H: 2.210676 0.464086 2.171123
H: 0.576397 -2.471518 0.234760
H: -1.343298 -1.560988 -0.949692

Cartesian forces, eV/Å:
-0.06 0.02 0.00
0.00 0.13 0.19
0.01 0.02 -0.06
-0.01 -0.07 0.02
0.11 0.01 0.05
-0.01 -0.07 0.20
-0.16 0.07 0.20
0.13 -0.07 -0.02
-0.08 -0.20 0.08
0.03 0.00 0.22
0.04 -0.12 -0.08
-0.04 0.19 0.00
0.16 0.02 -0.16
-0.02 -0.11 0.01
-0.14 0.20 0.17
0.03 -0.03 -0.81

Atom charges from the Löwdin analysis, given in e for atoms 1 to 6: C -0.043; C -0.330; C -0.015; C -0.297; C -0.063; C -0.105